(1)
9
Properties=species:S:1:pos:R:3:forces:R:3 method="wB97M-V/def2-TZVPD" total_charge=+1 smiles=I[C@@H]1C[NH2+]1 multiplicity=1 lumo_energy_ev=-3.912 homo_ev=-14.49 energy_ev=-11737.001 e_above_lowest_ev=0.768 orbital_gap_ha=0.3887
I -0.881 2.084 -1.972 -0.12 0.46 -0.40
C 0.015 1.120 -0.405 0.51 2.10 3.18
C 0.542 -0.214 -0.523 0.31 1.01 -0.19
N -0.811 -0.020 0.147 1.31 -2.10 0.16
H 0.473 1.742 0.503 -1.28 -1.12 -2.29
H 0.504 -0.584 -1.514 0.08 -0.99 -0.53
H 1.363 -0.387 0.134 0.31 -0.80 0.24
H -1.471 -0.480 -0.485 -0.48 0.51 0.56
H -0.732 -0.417 1.108 -0.64 0.94 -0.74

=====

(2)
150
Properties=species:S:1:pos:R:3:forces:R:3 method="wB97M-V/def2-TZVPD" total_charge=0 smiles=CC1(C)CCCC(C)(C)N1O.CC1(C)CCCC(C)(C)N1O.CC1(C)CCCC(C)(C)N1O.CC1(C)CCCC(C)(C)N1O.CC1(C)CCCC(C)(C)N1O multiplicity=1 lumo_energy_ev=0.525 homo_ev=-7.68 energy_ev=-65886.385 e_above_lowest_ev=1.800 orbital_gap_ha=0.3017
C 0.567 -0.548 -2.532 1.33 1.33 -0.11
C -0.022 -0.293 -1.115 0.44 -1.90 -1.38
C -1.268 -1.195 -1.153 -0.28 0.39 0.01
C 0.966 -0.777 -0.058 0.47 0.53 -0.33
C 2.263 0.032 -0.035 -1.09 0.71 -0.19
C 1.909 1.511 0.209 1.06 0.10 0.87
C 0.756 2.057 -0.647 -0.28 1.42 -0.80
C 0.151 3.279 0.068 0.28 0.14 0.43
C 1.334 2.544 -2.007 -0.78 -0.11 -0.20
N -0.335 1.094 -0.818 -0.21 -0.97 1.33
O -1.346 1.585 -1.656 0.10 0.30 -0.68
H 1.571 -0.116 -2.608 -0.21 0.28 -0.09
H 0.793 -1.571 -2.834 -0.79 -0.30 0.35
H -0.053 -0.026 -3.261 -0.02 -0.27 -0.17
H -1.870 -0.919 -2.023 -0.46 0.53 0.50
H -1.059 -2.226 -1.445 0.64 -0.08 0.63
H -1.799 -1.168 -0.199 -0.32 -0.03 -0.21
H 0.524 -0.597 0.927 -0.18 -0.63 0.04
H 1.248 -1.811 -0.262 -0.50 -0.17 0.29
H 2.867 -0.453 0.731 0.47 0.56 -0.02
H 2.775 0.064 -0.998 0.16 -0.72 0.09
H 2.828 2.076 0.007 -0.25 0.23 -0.53
H 1.811 1.796 1.264 -0.72 -0.62 0.09
H 0.896 4.074 0.122 0.10 -0.07 0.11
H -0.134 3.016 1.089 -0.04 -0.04 -0.02
H -0.716 3.739 -0.406 -0.01 -0.34 -0.32
H 2.104 1.841 -2.315 0.29 0.44 -0.28
H 1.640 3.591 -1.977 0.68 -0.22 0.37
H 0.565 2.589 -2.783 -0.11 -0.46 0.12
H -2.126 1.689 -1.101 0.16 -0.08 0.16
C 1.147 -5.142 -6.005 0.17 -0.02 -1.08
C 2.211 -4.700 -5.010 0.50 -0.47 1.13
C 2.859 -3.360 -5.398 0.19 0.91 0.32
C 1.541 -4.595 -3.635 -0.11 0.58 0.84
C 2.471 -4.365 -2.436 1.56 -1.05 -1.15
C 3.499 -5.516 -2.440 0.11 -0.46 0.06
C 4.167 -5.891 -3.800 0.29 0.17 0.63
C 5.451 -5.043 -3.985 -0.09 0.19 0.39
C 4.537 -7.371 -3.671 -0.14 -0.35 -0.91
N 3.197 -5.801 -4.894 -0.48 -0.03 -0.66
O 3.827 -5.968 -6.163 0.13 -0.07 0.56
H 0.779 -6.165 -5.918 0.27 -0.03 0.69
H 0.269 -4.495 -5.985 0.16 0.23 -0.03
H 1.597 -5.138 -7.000 -0.21 0.30 -0.09
H 3.233 -2.787 -4.542 -0.22 -0.32 0.25
H 3.753 -3.396 -6.025 -0.29 -0.43 -0.35
H 2.161 -2.668 -5.875 -0.13 -0.25 -0.18
H 0.794 -3.798 -3.692 -0.12 -0.08 -0.01
H 1.034 -5.532 -3.397 -0.24 -0.04 -0.36
H 3.142 -3.507 -2.531 -0.75 0.62 0.10
H 1.951 -4.384 -1.482 -0.13 0.34 -0.02
H 3.086 -6.446 -2.041 -0.38 0.12 -0.03
H 4.328 -5.276 -1.769 -0.04 0.00 0.07
H 5.802 -4.931 -5.012 -0.18 0.08 -0.01
H 6.298 -5.497 -3.466 -0.15 -0.15 0.12
H 5.309 -4.066 -3.518 0.07 0.18 -0.34
H 3.605 -7.933 -3.747 0.06 -0.09 0.18
H 5.054 -7.645 -2.752 0.05 0.30 0.09
H 5.145 -7.686 -4.523 0.08 0.03 0.07
H 4.452 -5.228 -6.227 -0.08 -0.14 -0.24
C 0.559 8.661 3.516 -0.09 0.31 1.56
C 1.050 8.216 2.171 1.05 -1.04 -0.19
C 0.152 7.076 1.658 -1.38 -0.71 -0.27
C 1.131 9.484 1.289 -1.05 -0.54 -0.06
C 1.778 9.289 -0.054 1.34 -0.25 0.36
C 3.192 8.778 0.210 0.29 -0.87 -0.20
C 3.239 7.500 1.066 -0.80 -0.97 0.40
C 2.699 6.313 0.215 1.23 0.47 -0.47
C 4.709 7.227 1.412 -0.35 0.17 0.59
N 2.454 7.703 2.332 0.97 1.66 -0.90
O 2.533 6.531 3.106 -0.43 -0.41 -0.01
H 1.048 9.567 3.891 -0.02 0.21 -0.52
H -0.518 8.828 3.494 0.03 0.08 0.01
H 0.771 7.980 4.346 -0.22 -0.53 -0.45
H -0.871 7.079 2.055 0.11 0.60 0.25
H -0.046 6.976 0.588 0.55 0.44 -0.14
H 0.476 6.081 1.971 0.52 0.24 0.11
H 0.100 9.835 1.176 0.00 0.10 0.06
H 1.681 10.252 1.833 0.03 -0.04 0.10
H 1.345 8.511 -0.683 -0.67 0.40 0.00
H 1.848 10.235 -0.591 -0.25 -0.09 -0.19
H 3.881 9.490 0.668 -0.24 0.32 -0.09
H 3.617 8.431 -0.738 0.26 0.41 -0.04
H 2.437 5.378 0.702 -0.37 0.40 0.56
H 3.560 6.009 -0.392 -0.21 0.14 -0.41
H 1.925 6.710 -0.435 -0.22 -0.64 -0.10
H 4.959 7.912 2.226 0.31 -0.12 0.00
H 5.384 7.410 0.575 -0.19 0.13 -0.15
H 4.877 6.196 1.723 -0.11 0.03 0.18
H 3.133 6.767 3.821 -0.08 0.06 0.01
C -2.373 3.550 3.286 -1.86 0.24 -0.12
C -2.448 2.424 4.329 -0.05 0.56 0.56
C -3.866 2.288 4.921 -0.12 1.32 -0.27
C -2.085 1.059 3.740 0.71 0.23 0.98
C -0.575 0.833 3.610 -0.90 -0.06 -0.32
C 0.149 1.071 4.928 0.23 0.01 -0.50
C -0.159 2.434 5.588 -0.40 0.15 -0.08
C 0.217 2.284 7.074 -0.20 0.57 -0.55
C 0.731 3.505 4.939 -0.39 0.14 -0.65
N -1.601 2.755 5.468 1.53 -2.19 0.96
O -1.950 3.862 6.266 -0.09 0.31 -0.59
H -2.964 4.376 3.696 0.31 0.17 0.05
H -1.417 3.970 2.990 0.24 -0.48 0.07
H -2.969 3.256 2.414 0.36 0.00 -0.24
H -3.828 1.753 5.866 0.01 -0.35 -0.16
H -4.205 3.300 5.164 -0.15 -0.12 0.07
H -4.604 1.875 4.233 0.17 -0.23 -0.05
H -2.425 0.273 4.422 -0.25 0.13 0.07
H -2.655 0.950 2.818 0.25 -0.07 -0.19
H -0.519 -0.221 3.327 0.67 0.11 -0.25
H -0.160 1.473 2.828 0.06 -0.17 -0.11
H 1.222 1.060 4.713 0.03 0.08 0.06
H 0.028 0.215 5.596 -0.52 0.22 0.22
H 1.225 1.874 7.083 -0.02 -0.11 0.41
H -0.505 1.646 7.586 0.19 -0.24 0.00
H 0.224 3.260 7.563 0.16 -0.03 0.07
H 1.780 3.209 4.973 0.06 0.18 0.09
H 0.592 4.515 5.327 0.04 -0.17 0.46
H 0.436 3.615 3.892 0.28 -0.24 -0.09
H -1.883 3.505 7.159 -0.32 0.08 0.02
C -4.881 -5.702 1.111 -0.51 -1.21 1.36
C -4.720 -6.639 -0.097 0.69 0.08 0.31
C -4.046 -7.956 0.340 -0.46 -0.53 0.40
C -6.074 -7.044 -0.687 -1.23 1.30 -0.01
C -6.649 -5.984 -1.634 0.29 0.22 -1.22
C -5.596 -5.609 -2.698 -0.81 -0.73 0.45
C -4.250 -5.135 -2.116 -0.36 0.16 -1.83
C -3.303 -5.185 -3.340 1.02 -1.08 0.63
C -4.343 -3.676 -1.669 -0.09 -0.14 -0.32
N -3.827 -6.085 -1.124 -0.29 -0.85 -1.12
O -2.517 -5.785 -0.663 -0.44 -0.07 0.50
H -3.930 -5.396 1.545 0.10 0.25 -0.42
H -5.592 -4.877 1.097 0.22 0.19 -0.79
H -5.315 -6.344 1.893 0.04 0.05 0.05
H -3.210 -7.820 1.027 0.09 0.04 -0.14
H -4.759 -8.627 0.830 -0.10 0.39 0.37
H -3.770 -8.564 -0.525 0.37 0.41 -0.18
H -6.111 -8.039 -1.130 0.57 0.11 -0.36
H -6.855 -7.094 0.079 0.54 -0.20 0.55
H -7.483 -6.431 -2.181 -0.14 0.07 0.15
H -7.056 -5.094 -1.150 0.19 -0.11 0.41
H -5.938 -4.905 -3.460 -0.16 0.38 0.41
H -5.547 -6.542 -3.271 0.94 0.00 0.02
H -2.334 -4.739 -3.105 -0.14 0.36 -0.17
H -3.714 -4.810 -4.275 -0.17 0.45 0.25
H -3.054 -6.235 -3.534 -0.17 -0.02 0.02
H -5.227 -3.537 -1.045 0.29 0.29 0.29
H -4.445 -3.057 -2.563 -0.20 0.04 0.03
H -3.399 -3.370 -1.219 -0.21 0.00 0.45
H -2.115 -6.663 -0.635 0.19 0.20 -0.13

=====

(3)
10
Properties=species:S:1:pos:R:3:forces:R:3 method="wB97M-V/def2-TZVPD" total_charge=0 smiles="ONC(=S)C(=S)S" multiplicity=1 lumo_energy_ev=-1.214 homo_ev=-8.92 energy_ev=-38163.474 e_above_lowest_ev=1.931 orbital_gap_ha=0.2832
O -0.020 1.920 0.735 -1.24 0.37 -0.25
N 0.800 1.008 0.149 3.44 0.42 -0.39
C 0.559 -0.248 -0.233 -0.46 0.21 -0.27
S 1.770 -1.260 -0.724 -0.11 0.16 0.09
C -0.901 -0.649 -0.354 1.19 -0.40 1.39
S -1.975 0.333 -1.011 -0.82 0.43 -0.73
S -1.317 -2.134 0.443 -0.22 0.00 -0.18
H -0.679 2.202 0.048 0.65 -0.42 0.50
H 1.835 1.329 0.147 -2.43 -0.87 -0.02
H -0.072 -2.501 0.800 0.00 0.09 -0.16

=====

Copy entry 3 word for word.
10
Properties=species:S:1:pos:R:3:forces:R:3 method="wB97M-V/def2-TZVPD" total_charge=0 smiles="ONC(=S)C(=S)S" multiplicity=1 lumo_energy_ev=-1.214 homo_ev=-8.92 energy_ev=-38163.474 e_above_lowest_ev=1.931 orbital_gap_ha=0.2832
O -0.020 1.920 0.735 -1.24 0.37 -0.25
N 0.800 1.008 0.149 3.44 0.42 -0.39
C 0.559 -0.248 -0.233 -0.46 0.21 -0.27
S 1.770 -1.260 -0.724 -0.11 0.16 0.09
C -0.901 -0.649 -0.354 1.19 -0.40 1.39
S -1.975 0.333 -1.011 -0.82 0.43 -0.73
S -1.317 -2.134 0.443 -0.22 0.00 -0.18
H -0.679 2.202 0.048 0.65 -0.42 0.50
H 1.835 1.329 0.147 -2.43 -0.87 -0.02
H -0.072 -2.501 0.800 0.00 0.09 -0.16